1.
Here is the ion C5H7N2O2S with charge -1 from the OMol25 dataset. Energies are from wB97M-V/def2-TZVPD.

XYZ file:
```
17
Properties=species:S:1:pos:R:3:forces:R:3:mulliken_charge:R:1
C 0.47889 -1.47074 0.35286 -1.97 -0.69 -0.55 -0.361
C -0.57218 0.48474 1.08565 -0.90 -1.04 -0.84 -0.464
C 2.44588 -0.11725 0.85863 2.35 0.69 0.72 -0.108
C -1.52738 1.63613 0.67918 1.84 -1.12 2.30 -0.898
C -1.74399 -0.90939 -0.65851 -0.90 -0.03 -0.61 -1.091
N 1.54363 -0.79831 0.55322 0.31 -1.11 -0.05 -0.004
N -0.73043 -0.69033 0.39707 0.00 3.27 0.29 0.283
O 3.96904 -0.59803 -1.31427 -0.18 2.30 0.93 -0.582
O 2.89529 1.71885 -0.87326 1.09 -0.66 -0.54 -0.562
S 3.82776 0.63860 -0.44259 -1.53 -1.49 -0.75 0.515
H 0.37957 -2.54953 0.29473 0.42 0.25 0.17 0.429
H -2.40971 1.16993 0.24334 -0.46 1.13 -0.21 0.398
H -1.63938 2.17790 1.70331 -0.37 -0.56 -2.15 0.272
H -0.80981 2.21814 0.03074 -1.20 -0.26 0.29 0.158
H -1.35268 -1.67387 -1.33851 -0.34 -0.17 0.37 0.391
H -2.74430 -1.17587 -0.22122 0.98 -0.21 -0.27 0.296
H -2.01021 -0.06097 -1.35038 0.87 -0.31 0.90 0.328
```
Forces are in eV/Å.

Output
Energy = -852.73300 Ha
Total charge = -1

***

2.
Here is the ion C5H7N2O2S2 with charge +1 from the OMol25 dataset. Energies are from wB97M-V/def2-TZVPD.

XYZ file:
```
18
Properties=species:S:1:pos:R:3:forces:R:3:mulliken_charge:R:1
C -1.29241 -1.75351 -1.86935 -1.67 1.91 0.45 -0.869
S -0.05257 -1.89948 -0.41934 0.72 -7.71 -1.85 1.014
O 1.18433 -2.65562 -1.04170 -4.00 4.03 2.49 -0.539
O -0.78301 -2.72578 0.65280 2.36 4.05 -2.89 -0.484
C 0.38943 -0.14661 0.03552 1.01 5.47 2.90 0.201
N 0.88010 0.82540 -0.99833 -1.01 -2.26 1.94 0.328
N 1.23040 2.13282 -0.96683 -0.81 0.62 4.61 -0.725
C 1.15832 2.85148 0.32456 -0.93 -4.32 0.50 -0.133
C 0.69159 2.03748 1.65309 -0.08 -1.68 -2.50 -0.155
C 0.27107 0.45631 1.59153 0.48 2.93 -4.17 0.190
S -0.26215 -0.56119 3.06228 0.01 0.82 -0.78 -0.137
H -2.18567 -1.10829 -1.40915 1.87 -1.40 -0.97 0.327
H -0.86941 -1.13350 -2.76752 -0.52 -1.50 1.71 0.337
H -1.75599 -2.79132 -2.16495 1.56 1.86 0.82 0.351
H 0.97053 0.38652 -1.96806 0.03 1.00 1.58 0.320
H 1.47235 3.99610 0.39951 -0.77 -2.87 -0.54 0.373
H 0.63778 2.61427 2.68395 0.11 -1.43 -2.32 0.350
H -1.68469 -0.52508 3.20200 1.63 0.48 -0.99 0.251
```
Forces are in eV/Å.

Output
Energy = -1250.49411 Ha
Total charge = +1
SMILES = CS(=O)(=O)c1[nH+]nccc1S

***

Ordered relative energy (zero: lowest compared OMol25 entry of this formula, charge and spin) results: 7.422 7.106; unit eV.
Ordered max |F| results: 3.29 7.96; unit eV/A.
Ordered HOMO-LUMO gap results: 6.4069 7.4426; unit eV.